# C27H41F9OOsP2

A structure of composition C27H41F9OOsP2 (ωB97M-V with the def2-TZVPD basis set, the Open Molecules 2025 dataset).

```
! wB97M-V def2-TZVPD RIJCOSX def2/J DEFGRID3
* xyz 2 5
Os 0.48 -1.25 -0.73
C -0.84 -2.34 1.51
C 0.50 -2.78 1.01
C 0.75 -1.12 2.67
C -0.66 -1.34 2.48
C 1.46 -2.03 1.84
C -2.11 -3.10 1.35
H -2.05 -3.81 0.52
H -2.97 -2.44 1.19
H -2.29 -3.68 2.27
C -1.74 -0.71 3.29
H -2.71 -0.94 2.84
H -1.57 0.38 3.33
H -1.76 -1.08 4.33
C 1.35 -0.13 3.59
H 1.61 -0.56 4.58
H 0.66 0.70 3.77
H 2.29 0.24 3.16
C 2.90 -2.31 1.95
H 3.16 -2.85 2.88
H 3.50 -1.40 1.95
H 3.22 -2.95 1.13
C 0.79 -4.23 0.66
H 1.11 -4.76 1.59
H 1.58 -4.33 -0.09
H -0.09 -4.75 0.26
C -1.33 1.30 -2.93
C -2.08 0.02 -3.15
C -1.57 -1.05 -4.14
C -0.02 -1.32 -4.15
C 0.77 -0.80 -2.95
C 1.44 0.41 -3.19
C 0.99 1.48 -4.14
C -0.52 1.75 -4.12
H -1.83 -0.79 -5.17
H 0.42 -0.88 -5.06
H -2.13 -2.00 -3.96
H -1.00 1.39 -5.05
H -1.90 2.11 -2.44
H -3.18 0.13 -3.13
H -0.67 2.84 -4.20
H 1.50 2.42 -3.84
H 2.39 0.65 -2.75
H 1.32 1.30 -5.19
H 0.11 -2.41 -4.27
H 1.35 -1.61 -2.44
P -1.32 -0.35 -1.61
C -2.50 0.15 -0.32
C -1.20 -2.36 -1.56
P 2.04 0.29 0.17
C 0.26 0.71 -0.82
C 3.34 -0.61 -0.83
C 2.70 1.85 0.79
H -2.05 0.89 0.36
H -2.76 -0.68 0.34
H -3.45 0.56 -0.71
H -0.93 -2.84 -2.48
H -2.24 -2.36 -1.25
H -0.66 -2.84 -0.71
H 2.58 2.69 0.09
H 3.78 1.69 0.97
H 2.21 2.11 1.74
H -0.35 1.30 -0.13
H 0.71 1.33 -1.63
H 4.17 -0.72 -0.13
H 3.65 -0.07 -1.73
H 2.94 -1.62 -1.08
F -0.48 4.64 4.18
C -0.24 3.38 3.79
F 1.09 3.18 3.99
F -0.90 2.55 4.67
C -0.64 3.03 2.28
O -0.15 1.86 1.98
C -2.21 3.19 2.08
F -2.77 4.26 2.72
F -2.56 3.28 0.76
F -2.85 2.09 2.54
C -0.10 4.24 1.34
F -0.80 5.40 1.50
F 1.20 4.53 1.61
F -0.17 3.91 0.02
*
```

The maximum force is 4.1 eV Å⁻¹. The HOMO-LUMO gap (alpha / beta) comes out at 6.08 / 5.02 eV. The HOMO energy (alpha / beta) is -13.83 / -13.96 eV.

---

# C14H24I2O4S2VY

A structure of composition C14H24I2O4S2VY (ωB97M-V with the def2-TZVPD basis set, the Open Molecules 2025 dataset).

```
! wB97M-V def2-TZVPD RIJCOSX def2/J DEFGRID3
* xyz 4 3
I -0.79 2.91 3.22
I -2.08 4.61 1.52
Y -1.42 1.96 -1.77
V -0.06 0.02 0.02
S -2.22 0.92 0.28
S 0.49 2.38 -0.33
C -0.50 -1.77 0.39
C -3.67 -0.15 0.11
C 2.02 2.84 -1.16
C -4.87 0.77 -0.08
C -3.56 -1.17 -1.02
C -3.69 -0.80 1.47
C 1.84 4.29 -1.57
C 2.40 1.96 -2.34
C 3.01 2.72 -0.02
C -3.13 1.58 -3.00
C -0.67 2.87 -3.55
O -0.75 -2.87 0.64
O -4.07 1.41 -3.68
O -0.27 3.40 -4.52
H -4.85 1.29 -1.05
H -4.91 1.53 0.71
H -5.78 0.17 -0.04
H -3.52 -0.70 -2.01
H -4.46 -1.81 -0.99
H -2.68 -1.82 -0.91
H -2.82 -1.44 1.64
H -4.59 -1.43 1.54
H -3.73 -0.05 2.27
H 2.80 4.67 -1.95
H 1.53 4.91 -0.72
H 1.09 4.41 -2.37
H 3.38 2.31 -2.73
H 1.67 2.02 -3.16
H 2.50 0.90 -2.05
H 3.99 3.07 -0.37
H 3.13 1.68 0.32
H 2.70 3.33 0.84
C 2.17 -0.98 1.98
C 2.67 -0.89 0.62
C 4.03 -1.26 0.19
O 1.88 -0.47 -0.37
H 2.83 -0.37 2.62
H 2.24 -2.02 2.32
H 1.13 -0.62 2.14
H 4.00 -2.06 -0.55
H 4.54 -0.39 -0.25
H 4.58 -1.59 1.06
*
```

The maximum force is 14.1 eV Å⁻¹. The HOMO-LUMO gap (alpha / beta) comes out at 6.21 / 4.15 eV. The HOMO energy (alpha / beta) is -21.41 / -20.95 eV.

---

Number 1: E_tot -76186.8949 eV. Number 2: E_tot -87651.5838 eV.